Entry 1:
Computed, not measured: a cluster of 2 separate species, C3H8NO3 in total in a non-equilibrium geometry, with ωB97M-V/def2-TZVPD.

Properties
LUMO energy: 3.46 eV
frontier orbital gap: 7.510 eV
net charge: -1
calculated total energy: -10874.730 eV

Each line ends with the Mulliken charge.
Positions of all 15 atoms, in Å:
N (-0.61874, -2.00564, 1.62335)  -0.451
C (-1.34028, -1.40074, 0.51149)  0.490
O (-2.47986, -1.88648, 0.29267)  -0.766
O (-0.82622, -0.36088, 0.01510)  -0.640
H (0.22072, -1.51577, 1.95034)  0.184
H (-1.17287, -2.52935, 2.28770)  0.192
C (1.25589, 1.58552, -0.43939)  0.038
O (2.40670, 2.41247, -0.15509)  -0.577
C (0.99574, 1.20999, -1.89692)  -0.953
H (1.42318, 0.65583, 0.15719)  0.115
H (0.29630, 2.00512, -0.05130)  0.211
H (2.60960, 2.45607, 0.77969)  0.298
H (1.65536, 0.42598, -2.23462)  0.232
H (-0.09294, 0.83920, -1.91547)  0.275
H (1.11881, 2.01282, -2.60948)  0.350

Entry 2:
Computed, not measured: a cluster of 9 separate species, C12H32BCl8F4O8 in total in a non-equilibrium geometry, with ωB97M-V/def2-TZVPD.

Properties
expectation value of S²: 0.757
LUMO energy (spin up / spin down): -0.27 / -7.20 eV
frontier orbital gap (spin up / spin down): 9.402 / 2.457 eV
calculated total energy: -141068.074 eV
2S+1: 2

Each line ends with the Mulliken charge.
Positions of all 65 atoms, in Å:
B (0.43867, -0.46089, 0.10997)  1.179
F (0.68266, -0.43583, -1.27685)  -0.346
F (-0.87638, -0.62457, 0.46221)  -0.085
F (1.20904, -1.44725, 0.64940)  -0.485
F (0.87085, 0.75894, 0.66427)  -0.617
C (-2.21674, 4.58691, 1.35776)  -0.598
C (-1.89625, 3.04013, 1.38289)  0.059
O (-1.29444, 2.56758, 0.23719)  -0.342
O (-0.95735, 5.27385, 1.28127)  -0.493
H (-2.73317, 4.70696, 2.31012)  0.354
H (-2.90465, 4.81535, 0.54370)  0.330
H (-2.71331, 2.36628, 1.64062)  0.414
H (-1.27385, 2.82209, 2.25076)  -0.045
H (-0.73810, 1.82541, 0.48473)  0.384
H (-1.05579, 6.17547, 1.59591)  0.296
C (-1.62181, 0.62387, -2.96070)  0.340
C (-2.66940, -0.39207, -2.52240)  -0.460
O (-1.99118, -1.43426, -1.83454)  -0.489
O (-2.16860, 1.70893, -3.65484)  -0.603
H (-1.03254, 0.16533, -3.75482)  -0.078
H (-0.98496, 1.00928, -2.16447)  0.050
H (-3.11363, -0.83151, -3.41551)  0.408
H (-3.48335, 0.00571, -1.91630)  0.120
H (-1.32465, -1.08297, -1.23961)  0.104
H (-2.77994, 1.38599, -4.32084)  0.328
C (0.17530, 0.49324, 3.82298)  0.394
C (0.30734, 1.00295, 5.23783)  -0.652
O (1.31853, 1.98516, 5.32498)  -0.532
O (1.28685, -0.25103, 3.40714)  -0.322
H (0.12863, 1.41487, 3.24289)  -0.034
H (-0.71860, -0.10551, 3.64820)  0.229
H (0.42787, 0.24862, 6.01537)  0.408
H (-0.61079, 1.53906, 5.47807)  0.349
H (1.47336, 2.28175, 6.22479)  0.318
H (1.28699, -0.38252, 2.45619)  0.235
C (3.56064, 1.13504, -1.21738)  -0.169
C (3.59851, 0.23640, -2.48681)  -0.053
O (3.21811, 0.84296, -3.76375)  -0.563
O (4.56962, 2.10952, -1.26323)  -0.579
H (3.52459, 0.54016, -0.30473)  0.226
H (2.67026, 1.76378, -1.21849)  0.161
H (2.91449, -0.60913, -2.41406)  -0.101
H (4.59608, -0.20063, -2.53112)  0.422
H (3.41298, 0.23848, -4.48363)  0.301
H (4.36687, 2.77310, -0.59980)  0.346
C (-1.11452, -4.03913, 0.33660)  1.096
Cl (-2.02543, -4.48896, 1.81058)  -0.186
Cl (-1.15013, -5.20214, -1.02848)  -0.175
H (-1.59649, -3.12890, -0.02018)  -0.454
H (-0.05067, -3.89543, 0.52544)  -0.232
C (3.60267, -3.13253, 0.13796)  0.635
Cl (4.59860, -2.91268, 1.47140)  -0.175
Cl (4.50552, -3.77993, -1.27364)  -0.185
H (2.80480, -3.81049, 0.44106)  0.135
H (3.25087, -2.13420, -0.12219)  -0.463
C (0.42127, -3.13793, -3.48328)  0.589
Cl (0.27503, -1.93243, -4.73266)  -0.211
Cl (1.03792, -4.63904, -4.15052)  -0.184
H (1.00679, -2.78626, -2.63382)  -0.217
H (-0.61124, -3.18619, -3.13730)  -0.019
C (-3.83058, -0.36058, 0.96240)  0.845
Cl (-5.60504, -0.37835, 0.69248)  -0.178
Cl (-3.61574, -0.79371, 2.65086)  -0.162
H (-3.38218, -1.07316, 0.27010)  -0.121
H (-3.40011, 0.62719, 0.79778)  -0.447

Entry 3:
Computed, not measured: a structure of composition C17H14Co2NO6 in a non-equilibrium geometry, with ωB97M-V/def2-TZVPD.

Properties
LUMO energy: 2.12 eV
frontier orbital gap: 5.388 eV
net charge: -1
calculated total energy: -106881.944 eV

Each line ends with the Mulliken charge.
Positions of all 40 atoms, in Å:
O (0.68309, 4.26879, 0.20625)  -0.379
C (1.30657, 3.44532, -0.30595)  0.138
Co (2.12083, 2.05255, -1.04146)  -0.193
C (1.09641, 1.88692, -2.47603)  0.113
O (0.38531, 1.82899, -3.39448)  -0.391
C (3.62760, 2.80156, -1.72130)  0.336
O (4.57309, 3.29011, -2.16020)  -0.397
C (2.50981, 0.70921, 0.22267)  -0.198
C (1.14857, 0.77913, 0.09176)  -0.689
C (-0.13723, 0.75833, 0.47533)  -0.287
C (-1.27880, 0.26112, -0.30519)  0.897
C (-2.49427, 0.97564, -0.16647)  -0.413
C (-3.64483, 0.56617, -0.82133)  -0.618
C (-3.59867, -0.54254, -1.67285)  -0.410
C (-2.39759, -1.22904, -1.87471)  -0.706
C (-1.23551, -0.82031, -1.21098)  0.209
Co (2.89532, -0.86379, -0.81228)  0.347
C (4.50351, -0.48729, -1.28292)  0.154
O (5.57501, -0.20164, -1.61359)  -0.428
C (2.16167, -1.43686, -2.30485)  0.097
O (1.73372, -1.84542, -3.30734)  -0.399
C (2.77011, -2.10130, 0.40983)  0.131
O (2.65266, -2.90392, 1.23786)  -0.421
H (3.12330, 0.92728, 1.11242)  0.543
H (-0.40208, 1.39836, 1.33232)  0.386
H (-2.49607, 1.86586, 0.46823)  0.351
H (-4.56829, 1.11499, -0.64642)  0.364
H (-4.50066, -0.87161, -2.17176)  0.367
H (-2.35181, -2.08672, -2.55138)  0.402
H (-0.27277, -1.32302, -1.38699)  0.038
C (-1.12036, -2.38093, 2.40143)  -0.884
N (-0.82915, -0.98243, 2.53494)  0.006
C (-1.82215, -0.13783, 3.13313)  -0.912
H (-0.28404, -2.87885, 1.88918)  0.208
H (-1.27190, -2.87010, 3.38474)  0.310
H (-2.03335, -2.49931, 1.79067)  0.253
H (0.13820, -0.74473, 2.71071)  0.207
H (-1.49163, 0.90761, 3.07456)  0.235
H (-2.76020, -0.23456, 2.55961)  0.303
H (-2.01343, -0.39575, 4.19284)  0.328

Entry 4:
Computed, not measured: an isolated molecule of C4H10N2 in a non-equilibrium geometry, with ωB97M-V/def2-TZVPD.

Properties
LUMO energy: 1.16 eV
frontier orbital gap: 10.268 eV
calculated total energy: -7289.350 eV

Each line ends with the Mulliken charge.
Positions of all 16 atoms, in Å:
C (-2.25291, 0.57405, 0.46532)  -0.743
C (-1.58812, -0.24598, -0.32699)  -0.323
C (-0.02232, -0.38696, -0.44314)  0.218
N (0.43253, -1.63144, 0.13730)  -0.600
N (0.58268, 0.70265, 0.26087)  -0.469
C (2.07619, 0.73054, 0.02974)  -0.946
H (-3.33156, 0.60265, 0.48489)  0.267
H (-1.74148, 1.28245, 1.09791)  0.290
H (-2.13531, -0.95358, -0.94057)  0.291
H (0.24183, -0.41761, -1.51994)  0.276
H (-0.04892, -2.42174, -0.27506)  0.231
H (0.27190, -1.61732, 1.13882)  0.266
H (0.19950, 1.57764, -0.08272)  0.266
H (2.34600, 0.83432, -1.03048)  0.297
H (2.48245, 1.56999, 0.59026)  0.325
H (2.48755, -0.19968, 0.41379)  0.355

Entry 5:
Computed, not measured: a cluster of 2 separate species, C2H8O2 in total, with ωB97M-V/def2-TZVPD.

Properties
LUMO energy: 1.01 eV
frontier orbital gap: 11.267 eV
calculated total energy: -6298.283 eV

Each line ends with the Mulliken charge.
Positions of all 12 atoms, in Å:
C (1.40156, -1.80624, 1.31319)  -1.174
C (0.46314, -1.12715, 0.33322)  -0.087
O (0.35951, -1.84060, -0.91284)  -0.511
H (2.41391, -1.92377, 0.90731)  0.333
H (1.44814, -1.24221, 2.24221)  0.334
H (1.03287, -2.80530, 1.52710)  0.350
H (0.78830, -0.11155, 0.07868)  0.240
H (-0.53496, -1.07628, 0.76958)  0.221
H (0.79710, -2.69240, -0.81962)  0.294
O (-2.81430, 4.72694, -1.45267)  -0.641
H (-3.04712, 5.58562, -1.82120)  0.320
H (-2.30814, 4.31294, -2.16496)  0.321

Entry 6:
Computed, not measured: a cluster of 2 separate species, C2H8N2 in total in a non-equilibrium geometry, with ωB97M-V/def2-TZVPD.

Properties
LUMO energy: 1.05 eV
frontier orbital gap: 10.220 eV
calculated total energy: -5183.081 eV

Each line ends with the Mulliken charge.
Positions of all 12 atoms, in Å:
H (-5.90500, 1.62746, 0.86928)  0.238
N (-5.04860, 1.08368, 0.84013)  -0.676
C (-4.07492, 1.91287, 0.76654)  0.112
N (-2.86139, 1.57940, 0.23260)  -0.447
H (-4.23758, 2.91895, 1.16536)  0.283
H (-2.19479, 2.30202, 0.16130)  0.224
H (-2.73784, 0.59179, 0.40024)  0.266
C (5.41763, -2.40770, -0.88219)  -0.919
H (5.08137, -2.52213, -1.90908)  0.234
H (4.53402, -1.96487, -0.42315)  0.230
H (5.68860, -3.29454, -0.31380)  0.227
H (6.33851, -1.82692, -0.90723)  0.228

Entry 7:
Computed, not measured: a structure of composition C2H3N4 in a non-equilibrium geometry, with ωB97M-V/def2-TZVPD.

Properties
LUMO energy: -5.78 eV
frontier orbital gap: 9.341 eV
net charge: +1
calculated total energy: -8069.796 eV

Each line ends with the Mulliken charge.
Positions of all 9 atoms, in Å:
C (-0.37340, -0.94785, 0.27330)  -0.478
C (-1.04962, -0.01019, -0.40387)  0.040
N (1.58558, -0.00783, 0.11716)  0.599
N (0.52205, 0.12459, 0.78076)  0.109
N (2.39889, -0.14595, -0.60535)  -0.095
N (-0.27161, 1.06103, 0.00818)  -0.314
H (-0.25433, -2.00311, 0.38135)  0.417
H (-1.93666, 0.02771, -1.00684)  0.427
H (-0.62090, 1.90160, 0.45532)  0.295

Entry 8:
Computed, not measured: a cluster of 8 separate species, C16H50NO14 in total in a non-equilibrium geometry, with ωB97M-V/def2-TZVPD.

Properties
LUMO energy: -2.12 eV
frontier orbital gap: 9.738 eV
net charge: +1
calculated total energy: -47546.467 eV

Each line ends with the Mulliken charge.
Positions of all 81 atoms, in Å:
O (0.28841, 0.44276, 0.34133)  0.631
H (0.77381, 1.25480, 0.50433)  0.613
H (0.69623, -0.04337, -0.37907)  0.400
H (0.23196, -0.08676, 1.14010)  -0.010
C (-0.16141, -4.38391, -0.74224)  -1.851
C (0.87350, -3.27919, -0.64576)  0.912
C (2.11259, -3.57724, -1.63734)  -1.004
O (3.19838, -2.57269, -1.52382)  -0.358
C (4.40421, -2.93379, -2.32853)  -0.968
N (0.21036, -2.05000, -0.86728)  0.168
H (-0.47530, -4.38766, -1.78606)  0.450
H (-1.03362, -4.33831, -0.09012)  0.462
H (0.33510, -5.34870, -0.63850)  0.450
H (1.21215, -3.26118, 0.39014)  -0.111
H (1.86420, -3.70983, -2.69035)  0.438
H (2.63026, -4.45544, -1.25149)  0.415
H (5.07834, -2.08087, -2.24998)  0.310
H (4.18098, -2.84144, -3.39142)  0.377
H (5.00522, -3.77589, -1.98536)  0.330
H (-0.12609, -2.04913, -1.81959)  0.285
H (-0.66421, -2.32062, -0.44068)  -0.373
C (2.20529, 2.08427, 3.01131)  0.101
C (2.90780, 3.35774, 3.51084)  -0.881
O (2.26224, 4.54250, 3.25706)  -0.532
O (1.84840, 2.25165, 1.61108)  -0.437
H (1.28903, 2.01048, 3.59707)  0.164
H (2.91368, 1.26388, 3.12638)  0.211
H (3.93256, 3.56217, 3.20070)  0.363
H (2.99517, 3.20857, 4.58704)  0.363
H (2.52592, 4.87605, 2.39635)  0.325
H (1.79097, 3.20163, 1.48523)  0.150
C (3.01438, 0.53619, -2.59505)  -0.285
C (2.21410, 1.72414, -3.17877)  -0.612
O (1.18124, 1.41189, -4.07066)  -0.477
O (2.28596, -0.00570, -1.51980)  -0.400
H (3.94182, 0.91050, -2.16163)  0.306
H (3.08562, -0.14794, -3.44062)  0.257
H (2.99076, 2.26550, -3.71897)  0.477
H (1.85111, 2.35977, -2.37111)  0.116
H (1.62350, 0.98198, -4.80631)  0.325
H (2.75313, -0.83668, -1.40657)  0.197
C (-2.82840, 1.80774, 1.32829)  0.204
C (-4.28726, 2.04536, 0.95495)  -0.828
O (-4.51179, 1.96425, -0.44482)  -0.566
O (-2.04138, 2.85895, 0.97150)  -0.598
H (-2.45478, 0.96185, 0.75125)  0.089
H (-2.65409, 1.58785, 2.38156)  0.146
H (-4.73291, 2.93839, 1.39312)  0.371
H (-4.75639, 1.18687, 1.43559)  0.446
H (-4.08148, 2.73780, -0.81637)  0.454
H (-2.55030, 3.45913, 0.42161)  0.349
C (-1.15082, 3.29325, -2.20488)  0.650
C (-2.61755, 3.57316, -2.38007)  -0.973
O (-3.02979, 4.26089, -1.14131)  -0.728
O (-0.50190, 4.45366, -2.53928)  -0.587
H (-0.90803, 2.44090, -2.83944)  0.183
H (-0.93380, 3.06551, -1.16127)  -0.099
H (-3.24983, 2.73698, -2.67860)  0.393
H (-2.74966, 4.40806, -3.06825)  0.481
H (-2.76140, 5.16881, -1.30018)  0.335
H (0.41950, 4.29063, -2.75385)  0.314
C (-4.20862, -3.04335, -0.00395)  -0.748
C (-3.58827, -2.04625, 1.05029)  -0.020
O (-2.31159, -1.73277, 0.52228)  -0.422
O (-3.54412, -4.27780, -0.24474)  -0.538
H (-4.38720, -2.51570, -0.94086)  0.319
H (-5.22350, -3.40639, 0.15830)  0.434
H (-3.52240, -2.50882, 2.03507)  0.380
H (-4.12195, -1.10699, 1.19547)  -0.024
H (-1.73733, -1.65734, 1.28787)  0.033
H (-2.83128, -4.15821, -0.87652)  0.287
C (1.40862, -1.79267, 3.40360)  -0.644
C (-0.01546, -1.95382, 3.01896)  -0.147
O (-0.76782, -0.72787, 2.58970)  -0.564
O (2.16590, -1.39870, 2.30165)  -0.388
H (1.76604, -2.78738, 3.66986)  0.447
H (1.61143, -1.08053, 4.20349)  0.373
H (-0.53058, -2.44168, 3.84645)  0.500
H (-0.17476, -2.63272, 2.18122)  -0.084
H (-0.93678, -0.16167, 3.34632)  0.221
H (3.08404, -1.56952, 2.52401)  0.253